1.
Molecular formula: C29H29FeN2OP2S3
Method: DFT, wB97M-V/def2-TZVPD

Each line ends with the Löwdin spin population.
Geometry (Å):
Fe -2.26 0.64 1.28  3.56
S -4.90 -1.07 4.64  0.04
C -3.98 -0.53 3.36  0.02
S -2.45 0.24 3.60  0.09
S -4.46 -0.69 1.73  0.07
C 1.02 -0.52 2.30  0.00
N 0.85 -0.40 0.84  0.00
P 1.09 1.31 0.49  0.00
C 2.92 1.36 0.53  0.00
C 3.78 0.27 0.43  0.00
C 5.15 0.46 0.42  0.00
C 5.67 1.74 0.53  0.00
C 4.82 2.83 0.64  0.00
C 3.46 2.63 0.65  0.00
C 0.86 1.23 -1.33  0.00
C -0.43 1.51 -1.77  0.01
C -0.74 1.45 -3.12  0.00
C 0.25 1.14 -4.04  0.00
C 1.55 0.92 -3.61  0.00
C 1.86 0.97 -2.26  0.00
P -0.78 -0.85 0.39  0.03
C -0.51 -1.41 -1.34  0.01
C 0.71 -1.80 -1.87  0.00
C 0.79 -2.27 -3.17  0.00
C -0.36 -2.36 -3.94  0.00
C -1.58 -1.97 -3.42  0.00
C -1.65 -1.50 -2.12  0.00
C -0.79 -2.58 1.03  0.00
C -1.98 -3.08 1.53  0.00
C -2.06 -4.39 1.97  0.00
C -0.94 -5.21 1.90  0.00
C 0.25 -4.71 1.39  0.00
C 0.33 -3.40 0.96  0.00
H 1.97 -0.05 2.58  0.00
H 1.05 -1.57 2.58  0.00
H 0.22 -0.04 2.87  0.00
H 3.37 -0.73 0.35  0.00
H 5.82 -0.38 0.33  0.00
H 6.75 1.89 0.52  0.00
H 5.23 3.83 0.73  0.00
H 2.78 3.47 0.75  0.00
H -1.19 1.74 -1.03  0.01
H -1.75 1.63 -3.44  0.00
H 0.02 1.09 -5.09  0.00
H 2.32 0.67 -4.32  0.00
H 2.88 0.80 -1.94  0.00
H 1.61 -1.72 -1.28  0.00
H 1.74 -2.57 -3.58  0.00
H -0.30 -2.73 -4.96  0.00
H -2.47 -2.03 -4.03  0.00
H -2.60 -1.19 -1.69  0.00
H -2.85 -2.44 1.57  0.00
H -2.99 -4.77 2.36  0.00
H -1.00 -6.24 2.24  0.00
H 1.12 -5.36 1.33  0.00
H 1.26 -3.02 0.56  0.00
N -1.31 4.85 1.81  0.00
C -1.81 3.61 1.64  0.01
O -1.08 2.62 1.71  0.04
C -3.28 3.48 1.38  0.02
C -3.53 2.29 0.47  0.07
H -0.32 4.96 2.01  0.00
H -1.88 5.67 1.72  0.00
H -3.70 4.43 0.99  0.00
H -3.74 3.29 2.35  0.00
H -3.20 2.54 -0.55  0.01
H -4.60 2.04 0.44  0.01

Values from the calculation:
- ⟨S²⟩ = 6.0324
- highest occupied orbital energy (spin up / spin down) (eV) = -3.25 / -3.66
- charge = -1
- LUMO level (spin up / spin down) (eV) = 2.37 / 2.37
- energy (eV) = -121044.1931
- orbital gap (spin up / spin down) (eV) = 5.614 / 6.031
- 2S+1 = 5



2.
Molecular formula: H80O40
Method: DFT, wB97M-V/def2-TZVPD

Each line ends with the Mulliken charge.
Geometry (Å):
H -0.35 2.57 -0.87  0.28
H -1.13 3.86 -0.60  -0.04
O -1.28 2.97 -0.71  -0.25
H -3.11 4.36 0.53  0.30
H -2.78 5.81 1.23  0.29
O -2.48 4.86 1.02  -0.64
H -1.06 1.70 -2.38  -0.15
H -1.40 0.15 -2.09  -0.23
O -0.76 0.85 -1.99  0.42
H 5.80 -1.87 2.16  0.31
H 5.58 -3.31 2.10  0.30
O 5.63 -2.62 2.69  -0.62
H 1.08 0.69 4.03  0.16
H 0.48 1.31 5.18  0.26
O 0.69 1.59 4.35  -0.51
H -2.71 -1.63 -4.17  0.21
O -3.11 -1.33 -3.34  -0.61
H -1.06 -2.11 5.81  0.34
O -0.22 -2.70 5.80  -0.62
H 0.40 -0.15 -3.80  0.11
H -0.42 -1.47 -3.82  0.35
O -0.47 -0.55 -3.99  -0.55
H -4.96 -1.84 0.88  0.29
H -6.10 -2.97 0.97  0.29
O -5.65 -2.24 1.42  -0.61
H 0.70 2.79 -5.49  0.29
H 0.99 2.08 -4.15  0.23
O 0.67 1.91 -5.01  -0.64
H 2.42 3.08 -0.19  0.19
H 2.21 4.65 -0.72  0.19
O 2.46 3.75 -0.85  -0.52
H 0.84 0.84 -1.57  -0.51
O 1.80 0.64 -1.39  0.72
H -1.88 -3.95 -2.72  0.34
H -1.97 -3.34 -1.26  0.15
O -2.44 -3.56 -2.09  -0.71
H 0.78 6.20 0.04  0.30
H -0.82 5.91 -0.21  0.28
O 0.15 5.95 -0.58  -0.63
H -1.51 2.58 1.43  0.62
H -2.06 1.30 2.15  0.00
O -1.80 2.18 2.28  -0.80
H -0.25 -5.39 -3.16  0.29
H -1.78 -5.30 -3.74  0.29
O -0.89 -5.08 -3.85  -0.78
H 0.73 -2.38 -2.65  -0.33
H 0.05 -3.67 -2.21  -0.36
O 0.26 -2.78 -1.82  1.44
H -1.14 0.67 5.87  0.31
H -0.54 -0.07 4.80  0.33
O -1.21 -0.23 5.49  -0.65
H 3.15 0.04 2.70  0.19
O 2.99 -0.75 3.10  -0.46
H 1.24 -1.15 3.17  0.18
H -0.03 -1.36 2.56  0.12
O 0.32 -1.15 3.49  -0.36
H -2.56 -0.56 2.15  0.08
O -3.23 -1.18 1.97  -0.73
H -0.09 -4.77 0.94  0.32
H 0.37 -4.81 -0.53  0.27
O -0.50 -4.62 0.03  -0.62
H -4.82 2.48 -0.73  0.30
H -4.99 3.63 -1.69  0.26
O -4.27 3.09 -1.23  -0.52
H -2.45 2.72 -3.86  0.26
H -1.33 3.01 -2.75  0.47
O -1.52 2.94 -3.64  -0.59
H 1.42 -1.68 -5.04  0.21
H 1.62 -3.15 -5.16  0.25
O 1.43 -2.51 -4.46  -0.50
H 2.68 1.34 -5.48  0.32
H 2.59 -0.15 -5.05  0.21
O 3.15 0.62 -5.13  -0.57
H 0.13 3.60 4.71  0.32
H -0.87 4.75 4.24  0.40
O 0.10 4.48 4.50  -0.70
H -3.41 -0.58 0.23  0.03
H -2.93 0.81 -0.49  -0.04
O -2.74 0.12 0.10  0.07
H 4.71 -3.75 -3.22  0.27
H 4.44 -2.30 -3.47  0.30
O 4.57 -2.93 -2.78  -0.62
H 4.70 2.31 -3.38  0.29
H 4.11 3.55 -2.67  0.27
O 4.30 3.19 -3.45  -0.58
H 2.25 -3.71 -2.72  0.15
H 2.42 -5.29 -3.07  0.26
O 1.81 -4.60 -2.78  -0.56
H -0.75 -4.69 4.76  0.31
O -1.33 -5.01 4.11  -0.65
H 1.12 2.64 1.42  -0.03
H -0.09 2.24 2.25  0.22
O 0.17 2.33 1.26  -0.14
H 3.82 -1.26 3.12  0.18
H -3.03 -2.05 -2.71  0.45
H -4.12 -1.21 2.57  0.40
H 0.51 -2.50 5.29  0.26
H 2.27 0.12 -1.92  -0.11
H -1.15 -4.38 3.42  0.37
O -5.37 1.22 1.50  -0.68
H -4.32 1.11 1.47  0.32
H -5.60 0.29 1.15  0.40
O 4.98 0.30 -0.49  -0.66
H 4.25 -0.06 -1.00  0.31
H 4.80 1.21 -0.70  0.32
O -0.33 -0.09 0.87  1.47
H -0.18 0.87 0.52  -0.33
H -1.02 -0.42 0.29  -0.11
O -2.32 4.10 3.72  -0.75
H -1.77 3.75 2.96  0.49
H -3.16 4.49 3.42  0.26
O 1.45 -1.99 0.56  -1.06
H 0.75 -1.51 0.05  0.40
H 1.56 -1.35 1.23  0.23
O 0.27 -3.80 2.28  -0.70
H 0.65 -3.09 1.62  0.48
H 0.76 -3.45 3.08  0.40
O 4.11 1.58 1.46  -0.55
H 4.24 1.90 0.56  0.22
H 3.70 2.31 1.92  0.26

Values from the calculation:
- highest occupied orbital energy (eV) = -9.73
- energy above the lowest of the compared OMol25 structures with the same formula, charge and spin (eV) = 13.526
- LUMO level (eV) = -0.60
- energy (eV) = -83192.2896
- orbital gap (eV) = 9.128



3.
Molecular formula: C4H8O2
Method: DFT, wB97M-V/def2-TZVPD

Each line ends with the Mulliken charge.
Geometry (Å):
O -1.76 -0.53 1.00  -0.51
C -1.23 -0.35 -0.33  -1.06
C 0.28 -0.30 -0.37  1.15
O 0.99 -1.53 -0.36  -0.55
C 0.63 0.74 0.68  -0.77
C 1.29 0.79 -0.66  -0.73
H -1.71 0.29 1.52  0.34
H -1.65 0.57 -0.76  0.30
H -1.61 -1.24 -0.83  0.44
H 0.39 -2.29 -0.33  0.32
H 1.06 0.29 1.55  0.23
H -0.12 1.53 0.84  0.34
H 1.10 1.62 -1.33  0.26
H 2.31 0.43 -0.61  0.24

Values from the calculation:
- highest occupied orbital energy (eV) = -9.10
- SMILES = OCC1(O)CC1
- energy above the lowest of the compared OMol25 structures with the same formula, charge and spin (eV) = 2.750
- LUMO level (eV) = 0.87
- energy (eV) = -8370.5319
- orbital gap (eV) = 9.973